ORCA calculation (wB97M-V/def2-TZVPD) on a 2-piece molecular cluster, C10H10FNO2 overall at a distorted geometry.

Output
M, g mol⁻¹: 195.193
Energy, hartree: -692.1189
E_HOMO, hartree: -0.347
Max |F|, Eh/bohr: 0.1015
LUMO level, eV: -0.4

Geometry (Å):
C 1.844 2.119 0.369
C 0.616 2.762 0.262
C 1.918 0.744 0.360
C -0.530 2.056 0.015
C 0.733 0.015 0.274
C -0.464 0.655 0.243
C -3.090 0.557 0.895
C 0.805 -1.522 0.465
C -0.245 -2.049 -0.488
C -1.661 -0.148 0.224
N -1.564 -1.342 -0.189
O -3.661 1.151 0.034
O -3.192 0.344 2.099
F -2.683 0.057 -1.962
H 2.685 2.780 0.430
H 0.727 3.857 0.336
H 2.892 0.348 0.141
H -1.589 2.454 -0.069
H 1.748 -1.846 0.327
H 0.371 -1.859 1.448
H 0.013 -1.840 -1.519
H -0.589 -3.060 -0.539
H -2.376 -2.035 -0.107
H -3.288 0.574 -1.295